# 1
Molecular formula: C50H123Hg2N11O15
Method: DFT, ωB97M-V/def2-TZVPD

```
! RIJCOSX wB97M-V def2-TZVPD def2/J DEFGRID3
* xyz 2 1
Hg 0.66 2.93 3.10
Hg -0.79 -1.58 -4.67
O 0.09 -0.55 -2.61
O -2.52 -5.72 2.40
O 0.70 0.74 2.63
O 0.80 -7.10 -2.59
O -3.76 4.15 -2.62
O 0.43 -2.65 -0.50
O 5.11 2.67 -2.98
O 2.94 2.66 2.79
O -1.06 7.96 -2.35
O -3.97 0.52 -4.20
O 2.74 -4.71 3.80
O 0.74 2.59 0.75
O -5.91 -1.55 0.93
O 4.89 -2.84 -0.01
O -0.40 3.85 5.02
N 1.53 1.86 5.09
N 1.68 -1.15 4.65
N 1.80 1.75 -4.52
N -1.59 3.19 2.59
N 6.15 -5.38 -0.35
N 0.31 -3.52 -3.47
N -2.79 -2.66 -0.90
N -0.53 4.96 -0.06
N -2.90 2.82 -0.22
N -1.43 0.35 -5.94
N 0.96 -5.54 1.25
C -5.13 -2.19 -0.05
C 0.54 -1.05 1.01
C -3.51 -4.71 2.66
C -5.64 -1.89 2.30
C 0.49 1.48 0.29
C -1.46 -5.23 1.62
C 3.54 1.69 6.43
C -0.54 4.78 -2.50
C -0.06 -4.94 -3.58
C 2.05 -3.47 3.72
C -5.01 3.45 0.85
C 3.60 2.06 3.94
C -2.34 2.87 3.82
C 3.05 2.46 -4.42
C -1.35 2.78 -5.84
C -2.13 8.91 -2.53
C 0.07 -5.62 -4.91
C -4.37 3.17 -0.46
C -4.43 4.42 -1.37
C -3.27 -0.37 -0.49
C 0.53 0.37 1.44
C -0.25 -6.16 1.70
C 3.71 2.21 -3.07
C 2.85 4.00 -4.57
C -1.40 6.94 -1.36
C 2.56 -2.78 6.09
C 3.80 -1.99 0.32
C 5.71 2.32 -1.78
C -5.33 0.72 -4.04
C -3.95 5.12 -3.57
C -0.33 5.78 -1.27
C -0.37 -7.69 -2.06
C 0.43 -1.35 -0.27
C 4.69 -3.62 -1.19
C -1.85 3.77 4.96
C 3.66 2.62 1.53
C 0.05 4.91 5.94
C -1.94 1.47 -5.14
C 0.29 -0.29 -1.33
C -3.46 1.51 -5.09
C 4.08 -4.61 3.20
C 5.73 -5.34 -2.77
C 0.01 -6.60 3.15
C 2.51 -2.33 4.67
C -2.05 1.42 4.15
C -3.64 -1.82 -0.07
C 5.95 -4.49 -1.45
C 0.35 1.02 -1.06
C 2.89 2.36 5.26
C 0.76 -5.67 -2.47
H 4.56 2.06 6.51
H -1.71 -5.04 0.58
H -1.53 7.54 -0.46
H 4.15 -1.19 0.98
H -3.03 8.31 -2.66
H -1.53 2.79 -6.91
H 1.58 0.86 4.96
H 3.74 4.63 -4.49
H -5.98 3.96 0.84
H 3.72 0.98 3.80
H 2.20 4.28 -3.74
H 0.70 6.13 -1.23
H -3.53 -0.18 -1.53
H -1.92 0.39 -6.83
H 1.21 1.89 -3.72
H 0.98 -3.67 3.81
H -5.82 -2.93 2.57
H -1.83 -2.36 -0.77
H 0.91 -7.22 3.18
H 1.41 -5.27 2.12
H 0.82 -4.63 0.84
H -5.63 -2.04 -1.00
H -5.55 1.70 -3.62
H -5.15 2.56 1.46
H 2.00 -3.05 2.71
H 3.51 -2.04 4.35
H 3.77 -4.19 -1.10
H -5.89 0.60 -4.97
H -0.30 2.91 -5.60
H 1.15 1.80 6.03
H -2.35 4.73 4.82
H 2.78 3.42 5.46
H 0.19 1.75 -1.83
H 3.05 3.15 0.80
H -5.28 -3.27 0.04
H -1.55 1.40 -4.12
H -3.78 6.12 -3.17
H -0.49 -6.55 -4.97
H -3.34 5.02 -4.48
H -2.06 0.85 3.22
H -3.38 3.09 3.59
H -4.67 -1.68 2.75
H -0.65 -7.45 -1.04
H 6.77 2.59 -1.73
H -6.41 -1.44 2.93
H -2.51 2.69 -1.14
H -4.37 4.15 1.39
H 3.00 -2.52 0.83
H -0.08 4.06 -0.06
H 0.28 4.07 -2.67
H 3.86 1.63 1.12
H 3.50 -1.35 -0.51
H 0.18 5.89 5.48
H -0.58 -6.95 1.03
H 1.21 -3.48 -3.92
H -5.64 0.07 -3.22
H -3.20 -1.95 0.92
H 3.75 1.14 -2.88
H 1.78 -5.30 -2.56
H 4.65 -5.53 3.32
H 4.64 3.06 1.68
H 5.56 1.24 -1.79
H -3.14 -3.86 3.22
H 0.13 -5.82 3.89
H 5.14 2.72 -0.94
H 1.11 -5.73 -5.22
H 1.99 0.76 -4.59
H 4.60 2.46 4.05
H -0.77 5.06 6.64
H -1.46 4.19 -2.56
H -1.93 3.60 -5.41
H -0.82 -7.25 3.44
H -2.79 0.98 4.81
H -3.81 0.33 0.15
H 2.38 4.27 -5.52
H -2.10 3.46 5.97
H 1.64 -3.14 6.54
H -1.93 9.53 -3.40
H 3.18 2.78 -2.30
H -3.79 2.51 -4.78
H -1.11 -4.97 -3.28
H -0.12 5.44 0.73
H -1.96 4.11 2.40
H -0.35 -4.90 -5.62
H 4.19 -4.19 2.20
H 3.04 -2.10 6.80
H -1.97 2.62 1.85
H 0.56 -1.81 1.78
H -0.62 0.80 -6.33
H -5.48 4.57 -1.61
H 0.50 -5.31 -1.47
H -2.78 -3.63 -0.65
H 4.61 -2.91 -2.01
H -2.36 3.63 0.07
H 0.52 -3.38 -2.49
H -1.23 -7.53 -2.72
H 3.20 -3.66 6.11
H 5.52 -4.78 -3.68
H 3.07 1.94 7.38
H -2.35 6.45 -1.56
H -3.98 5.34 -1.00
H -2.22 -0.27 -0.24
H -4.96 2.34 -0.86
H -0.56 5.33 -3.44
H 3.72 2.21 -5.24
H 4.93 -6.07 -2.63
H -4.32 -5.13 3.25
H 6.84 -3.87 -1.59
H 6.58 -5.95 -3.08
H 3.66 0.61 6.40
H 1.56 -0.82 3.70
H -2.28 9.58 -1.68
H -0.98 -4.31 1.96
H -4.98 5.02 -3.90
H -3.81 1.20 -6.07
H -3.86 -4.30 1.71
H 4.65 -4.01 3.91
H 6.09 -4.72 0.40
H -1.07 1.21 4.59
H 0.77 -1.34 5.05
H 0.98 4.70 6.47
H -0.36 -8.77 -1.99
H 5.28 -5.90 -0.28
*
```

Properties
* LUMO level: -7.34 eV

Mulliken atomic charge list, values in e, 2 entries: 1.515, 1.175

***

# 2
Molecular formula: C50H130N10O15
Method: DFT, ωB97M-V/def2-TZVPD

```
! RIJCOSX wB97M-V def2-TZVPD def2/J DEFGRID3
* xyz 0 1
O -0.87 4.51 9.86
O 9.02 -3.68 1.69
O 3.64 -7.81 -6.61
O 2.56 7.07 -1.87
O 1.12 -0.18 10.20
O -2.49 -8.57 -3.94
O -0.68 -6.20 1.67
O -5.11 -1.83 7.33
O 5.59 3.69 0.45
O -1.88 3.30 -6.48
O 2.09 -0.55 -9.73
O -2.09 12.02 0.50
O -0.75 1.81 0.21
O -5.79 8.31 -1.43
O -5.78 -1.55 -2.59
N 4.68 6.67 1.17
N -1.28 1.89 8.20
N -4.98 10.92 -0.06
N 1.77 -9.53 -3.97
N -2.52 -8.07 -0.88
N 0.77 -3.98 -8.78
N -8.51 -0.85 8.51
N 1.91 1.22 -1.27
N -3.57 1.08 -3.95
N 8.75 -7.01 0.12
C -4.50 11.94 0.87
C 3.99 6.22 -0.05
C 2.05 -1.95 -9.72
C -2.21 -6.91 -0.08
C 0.32 0.10 9.11
C 1.04 0.24 -0.68
C 9.88 -5.01 -0.76
C 0.27 0.77 0.51
C 1.04 -2.56 -8.64
C 8.32 -4.84 1.27
C -0.37 1.52 9.31
C -3.59 -8.64 -2.99
C -4.86 -0.45 -2.58
C -6.63 -1.61 9.94
C -4.48 8.87 -1.56
C -3.37 -7.53 -1.95
C -3.15 1.50 -5.30
C 6.15 4.64 1.30
C -4.04 9.87 -0.42
C -7.11 -1.03 -2.90
C -1.46 2.19 1.37
C 3.04 -0.08 -10.64
C 1.98 -1.30 10.02
C 1.91 -1.05 -0.37
C 2.24 8.03 -2.78
C -6.03 7.61 -0.24
C 5.04 5.53 1.95
C 1.59 -2.37 -7.24
C 2.49 -8.41 -4.58
C -6.51 -1.89 7.41
C -7.05 -1.05 8.57
C 9.39 -5.74 0.51
C 0.42 -6.54 2.49
C 3.61 7.40 -0.91
C 3.16 -8.94 -5.88
C -2.68 -9.25 -5.13
C -1.52 4.35 8.64
C -2.20 2.96 8.52
C -1.33 -7.34 1.12
C -0.47 3.00 -6.34
C -2.73 3.01 -5.31
C -3.26 12.82 0.44
C -4.56 -2.86 6.53
C 6.55 3.05 -0.41
C 8.46 -2.92 2.74
C -1.69 4.41 11.06
C 3.46 -7.91 -3.52
C 4.16 -8.11 -7.90
C -0.98 12.85 -0.02
C -4.17 -0.23 -4.00
H 3.38 -8.37 -8.62
H -3.04 10.26 -0.64
H 9.02 -4.83 -1.41
H -4.31 -7.18 -1.53
H 1.21 -9.06 -3.27
H 4.92 -8.89 -7.84
H -3.07 -8.72 -0.33
H -3.04 -10.27 -5.07
H 3.16 5.55 0.17
H -1.76 -9.24 -5.71
H -4.21 11.45 1.80
H -9.05 -1.66 8.79
H 4.62 -7.22 -8.34
H -1.90 -7.76 1.95
H 2.81 7.83 -3.69
H 1.33 -1.90 -0.01
H 0.96 -2.77 -6.44
H 2.67 1.32 -0.60
H -3.52 -3.07 6.79
H 0.71 -5.68 3.08
H 7.42 -4.59 0.72
H 9.11 -2.08 2.97
H 8.16 -7.32 0.87
H -4.62 -2.51 5.50
H 1.48 2.13 -1.34
H 7.07 3.70 -1.12
H 0.18 -7.37 3.16
H -8.90 -0.55 7.63
H -2.12 3.27 -4.45
H -3.04 -6.66 -2.53
H -4.55 -8.49 -3.48
H -3.74 8.08 -1.49
H 7.97 -5.39 2.15
H 6.89 5.27 0.80
H 1.19 7.99 -3.08
H -3.02 2.91 7.81
H 1.60 -4.46 -8.46
H 0.00 3.07 -7.32
H 2.65 -1.23 9.16
H -5.58 6.62 -0.20
H 0.06 -2.09 -8.75
H -3.17 -6.48 0.21
H 10.30 -4.06 -0.41
H -3.46 13.26 -0.54
H 2.61 -0.92 0.45
H 3.99 -9.58 -5.58
H 0.92 0.12 8.19
H 0.06 -4.26 -8.12
H -1.87 1.13 7.90
H 6.63 4.10 2.11
H -3.38 -0.98 -4.07
H 2.58 -2.79 -7.08
H -4.31 9.33 -2.53
H -3.88 1.36 -6.10
H 3.05 -2.35 -9.55
H 2.38 9.05 -2.44
H -0.45 -0.66 8.99
H 3.06 -0.58 -11.61
H -2.85 2.66 9.34
H -4.13 -0.62 -1.79
H -4.98 -0.25 -4.73
H 0.96 1.13 1.28
H 4.04 -0.05 -10.20
H 1.69 -2.33 -10.67
H -3.00 1.27 -3.13
H 0.09 3.68 -5.70
H -6.81 -2.69 9.92
H -2.30 0.89 -5.62
H -6.90 -2.90 7.59
H -5.56 -1.50 10.15
H -1.24 4.83 11.96
H 1.29 -6.98 2.00
H 7.49 -2.54 2.42
H -2.60 5.01 10.92
H 1.38 -2.18 9.80
H 0.41 2.26 9.48
H -7.82 -1.81 -3.15
H -3.27 13.68 1.10
H 7.37 2.73 0.22
H -7.12 7.49 -0.25
H 1.77 -7.66 -4.90
H 8.29 -3.54 3.62
H 2.46 -9.57 -6.43
H 0.93 -9.69 -4.50
H -3.43 -8.83 -5.80
H -1.19 13.24 -1.02
H 2.88 -7.60 -2.66
H -3.67 -9.61 -2.49
H 3.99 7.05 1.79
H 5.52 5.97 2.82
H -6.58 -0.08 8.40
H -7.09 -1.10 10.78
H -0.06 12.27 0.06
H -5.15 -3.77 6.59
H -5.30 12.67 0.99
H -0.76 2.59 2.09
H 10.69 -5.56 -1.23
H -5.27 0.48 -2.20
H 3.10 8.04 -0.18
H 10.13 -5.92 1.29
H -3.63 3.63 -5.33
H -0.95 1.53 10.23
H 2.63 -1.55 10.86
H -1.91 3.36 11.23
H -0.26 2.03 -5.88
H -7.08 -0.22 -3.64
H -2.31 5.09 8.49
H -3.95 9.34 0.52
H -0.58 -8.11 0.91
H 4.64 5.62 -0.69
H 4.53 7.83 -1.30
H 4.13 -8.67 -3.12
H 0.29 -0.18 -1.35
H -0.88 4.52 7.77
H 2.76 0.94 -10.88
H 6.13 2.17 -0.89
H 1.66 -1.31 -6.98
H -5.88 8.07 0.73
H -6.96 -1.53 6.49
H -1.64 -6.15 -0.61
H -2.05 1.38 1.80
H -0.73 13.67 0.65
H -0.27 -0.07 0.96
H 4.21 4.86 2.17
H -2.11 3.05 1.22
H -5.31 11.40 -0.88
H -7.43 -0.54 -1.98
H 2.50 -1.42 -1.21
H 4.09 -7.12 -3.91
H 9.55 -7.63 0.16
*
```

Properties
* LUMO level: 0.27 eV
* structure (SMILES): COC[C@H](C)N.COC[C@H](C)N.COC[C@H](C)N.COC[C@H](C)N.COC[C@H](C)N.COCCNCCOC.COCCNCCOC.COCCNCCOC.COCCNCCOC.COCCNCCOC

Mulliken atomic charge list, values in e, 2 entries: -0.373, -0.281

***

Results for HOMO: -12.24; -8.42 (in eV, following the order of the records).